#A
{
  "formula": "C23H34N2O3",
  "method": "the ωB97M-V functional and the def2-TZVPD basis",
  "species": ["C", "C", "C", "C", "C", "C", "C", "O", "N", "C", "C", "C", "C", "C", "O", "N", "C", "C", "C", "C", "C", "C", "C", "C", "C", "O", "C", "C", "H", "H", "H", "H", "H", "H", "H", "H", "H", "H", "H", "H", "H", "H", "H", "H", "H", "H", "H", "H", "H", "H", "H", "H", "H", "H", "H", "H", "H", "H", "H", "H", "H", "H"],
  "coordinates": [[3.658, -4.909, 2.969], [4.252, -3.506, 3.009], [3.518, -2.450, 2.176], [4.495, -1.389, 1.685], [2.597, -2.905, 1.008], [1.530, -1.895, 1.471], [0.113, -2.406, 1.549], [-0.155, -3.574, 1.790], [-0.854, -1.485, 1.366], [-0.880, -0.040, 1.154], [-2.433, -0.157, 1.063], [-3.035, 0.166, -0.293], [-3.236, 1.685, -0.165], [-1.950, 2.427, -0.537], [-1.256, 3.002, 0.291], [-1.586, 2.348, -1.828], [-0.432, 3.059, -2.383], [-0.864, 4.520, -2.393], [-2.107, 4.420, -3.302], [-2.668, 3.257, -3.672], [-2.288, 1.921, -3.006], [-1.211, 0.982, -3.697], [0.093, 0.791, -2.827], [0.724, 2.096, -2.178], [-3.568, 1.841, 1.324], [-3.171, 0.622, 1.970], [-2.299, -1.635, 1.472], [2.267, -1.821, 2.835], [4.178, -5.566, 3.666], [2.599, -4.910, 3.234], [3.747, -5.345, 1.973], [4.290, -3.145, 4.043], [5.293, -3.563, 2.675], [3.982, -0.591, 1.144], [5.031, -0.934, 2.523], [5.232, -1.835, 1.014], [2.991, -2.782, -0.002], [2.212, -3.915, 1.133], [1.582, -0.947, 0.935], [-0.551, 0.550, 2.011], [-0.366, 0.302, 0.254], [-2.393, -0.131, -1.122], [-3.996, -0.343, -0.390], [-4.049, 2.046, -0.796], [-0.505, 2.919, -3.455], [-0.128, 5.174, -2.865], [-1.099, 4.922, -1.407], [-2.487, 5.343, -3.726], [-3.473, 3.254, -4.397], [-3.193, 1.358, -2.780], [-1.640, -0.010, -3.851], [-0.962, 1.363, -4.690], [0.833, 0.295, -3.457], [-0.144, 0.086, -2.029], [1.620, 2.413, -2.713], [0.980, 1.923, -1.133], [-3.020, 2.681, 1.749], [-4.637, 1.970, 1.492], [-2.729, -2.368, 0.787], [-2.645, -1.834, 2.487], [1.808, -2.508, 3.548], [2.384, -0.838, 3.293]],
  "total_charge": 0,
  "smiles": "CC[C@]1(C)C[C@H](C(=O)N2CC3(C[C@H](C(=O)N4[C@H]5CC=C[C@H]4CCC5)CO3)C2)C1",
  "orbital_gap_ev": 9.640,
  "molar_mass_da": 386.5
}

***

#B
{
  "formula": "C23H34N2O3",
  "method": "the ωB97M-V functional and the def2-TZVPD basis",
  "species": ["C", "C", "C", "C", "C", "C", "C", "O", "N", "C", "C", "C", "C", "C", "O", "N", "C", "C", "C", "C", "C", "C", "C", "C", "C", "O", "C", "C", "H", "H", "H", "H", "H", "H", "H", "H", "H", "H", "H", "H", "H", "H", "H", "H", "H", "H", "H", "H", "H", "H", "H", "H", "H", "H", "H", "H", "H", "H", "H", "H", "H", "H"],
  "coordinates": [[5.494, -3.558, 3.935], [4.372, -2.564, 4.211], [3.395, -2.341, 3.060], [3.042, -3.625, 2.319], [2.140, -1.507, 3.412], [2.296, -0.729, 2.093], [2.126, 0.767, 2.144], [2.385, 1.429, 3.140], [1.714, 1.351, 1.003], [1.238, 0.886, -0.298], [0.799, 2.357, -0.579], [-0.698, 2.585, -0.701], [-0.938, 2.420, -2.218], [-1.495, 1.037, -2.539], [-0.760, 0.079, -2.733], [-2.841, 0.940, -2.633], [-3.547, -0.343, -2.749], [-4.180, -0.359, -4.136], [-5.045, 0.908, -4.071], [-4.972, 1.795, -3.072], [-3.862, 1.762, -2.009], [-4.175, 1.032, -0.635], [-3.309, -0.255, -0.386], [-3.145, -1.250, -1.596], [0.475, 2.613, -2.811], [1.336, 2.960, -1.725], [1.489, 2.764, 0.735], [3.766, -1.225, 2.043], [6.192, -3.595, 4.771], [5.107, -4.566, 3.781], [6.063, -3.282, 3.044], [3.796, -2.920, 5.074], [4.784, -1.595, 4.504], [2.274, -3.437, 1.566], [3.913, -4.040, 1.810], [2.656, -4.384, 3.004], [1.205, -2.044, 3.581], [2.339, -0.833, 4.247], [1.711, -1.168, 1.285], [2.033, 0.557, -0.971], [0.449, 0.135, -0.273], [-1.279, 1.901, -0.084], [-0.929, 3.606, -0.390], [-1.620, 3.185, -2.582], [-4.496, -0.123, -2.273], [-4.813, -1.239, -4.270], [-3.483, -0.320, -4.976], [-5.780, 1.049, -4.855], [-5.663, 2.630, -3.039], [-3.521, 2.782, -1.827], [-3.975, 1.721, 0.188], [-5.240, 0.795, -0.580], [-3.737, -0.780, 0.469], [-2.313, 0.059, -0.071], [-3.842, -2.088, -1.542], [-2.128, -1.635, -1.617], [0.803, 1.677, -3.266], [0.523, 3.422, -3.537], [0.872, 3.277, 1.474], [2.411, 3.326, 0.575], [4.419, -0.481, 2.504], [4.169, -1.520, 1.073]],
  "total_charge": 0,
  "smiles": "CC[C@]1(C)C[C@H](C(=O)N2CC3(C[C@H](C(=O)N4[C@H]5CC=C[C@H]4CCC5)CO3)C2)C1",
  "orbital_gap_ev": 9.620,
  "molar_mass_da": 386.5
}

***

Which is most stable, and by how much? #A, by 0.142 eV.

***

#A
{
  "formula": "C3H14NO2",
  "method": "the ωB97M-V functional and the def2-TZVPD basis",
  "species": ["C", "C", "N", "C", "H", "H", "H", "H", "H", "H", "H", "H", "H", "H", "H", "H", "O", "H", "H", "O"],
  "coordinates": [[-0.057, -2.016, 0.818], [0.333, -0.570, 0.961], [-0.277, 0.416, 0.021], [-0.495, 1.811, 0.494], [-0.260, -2.275, -0.230], [0.732, -2.703, 1.081], [-1.025, -2.177, 1.283], [0.097, -0.209, 1.966], [1.411, -0.456, 0.867], [-1.195, 0.005, -0.188], [0.197, 0.383, -0.881], [-0.562, 1.709, 1.572], [-1.495, 2.096, 0.150], [0.142, 2.583, 0.085], [3.380, 1.672, 0.104], [2.937, 0.890, -1.027], [2.558, 1.362, -0.288], [-2.820, -0.523, -1.988], [-1.664, -1.098, -2.850], [-1.938, -0.901, -1.950]],
  "total_charge": 1,
  "orbital_gap_ev": 12.549,
  "molar_mass_da": 96.1
}

***

#B
{
  "formula": "C3H14NO2",
  "method": "the ωB97M-V functional and the def2-TZVPD basis",
  "species": ["C", "C", "N", "C", "H", "H", "H", "H", "H", "H", "H", "H", "H", "H", "H", "H", "O", "H", "H", "O"],
  "coordinates": [[1.552, -0.760, 1.894], [0.083, -1.040, 1.431], [-0.351, -0.142, 0.281], [-1.901, -0.064, -0.062], [2.215, -0.778, 1.032], [1.772, -1.549, 2.570], [1.484, 0.324, 2.260], [-0.669, -0.807, 2.232], [-0.080, -2.124, 1.085], [-0.106, 0.795, 0.567], [0.221, -0.333, -0.554], [-2.106, -0.924, -0.833], [-2.513, -0.157, 0.852], [-2.054, 0.910, -0.510], [1.631, -0.628, -2.447], [2.308, -1.660, -1.386], [1.569, -1.075, -1.616], [-0.317, 3.023, -1.746], [-1.812, 3.277, -1.293], [-1.059, 2.676, -1.305]],
  "total_charge": 1,
  "orbital_gap_ev": 12.642,
  "molar_mass_da": 96.1
}

***

#C
{
  "formula": "C3H14NO2",
  "method": "the ωB97M-V functional and the def2-TZVPD basis",
  "species": ["C", "C", "N", "C", "H", "H", "H", "H", "H", "H", "H", "H", "H", "H", "H", "H", "O", "H", "H", "O"],
  "coordinates": [[-2.259, 0.271, -0.072], [-1.073, 0.703, 0.755], [0.265, 0.083, 0.311], [1.570, 0.482, 1.076], [-2.163, 0.697, -1.140], [-3.349, 0.398, 0.236], [-2.354, -0.904, -0.305], [-1.310, 0.264, 1.800], [-0.898, 1.745, 0.855], [0.044, -0.945, 0.206], [0.303, 0.453, -0.681], [1.982, -0.532, 1.368], [2.384, 0.768, 0.395], [1.345, 1.158, 1.885], [1.932, 1.247, -2.839], [1.030, 2.576, -3.001], [1.112, 1.679, -2.680], [0.295, -3.563, -0.167], [0.534, -3.535, 1.401], [0.609, -3.046, 0.596]],
  "total_charge": 1,
  "orbital_gap_ev": 12.518,
  "molar_mass_da": 96.1
}

***

Which is most stable, and by how much? #A, by 0.137 eV.

***

#A
{
  "formula": "C24H24As2CsF6N6O7S2",
  "method": "the ωB97M-V functional and the def2-TZVPD basis",
  "species": ["Cs", "N", "C", "N", "C", "N", "N", "C", "C", "C", "C", "C", "C", "N", "C", "C", "C", "C", "C", "C", "H", "H", "H", "H", "H", "H", "H", "H", "H", "H", "H", "O", "S", "O", "O", "C", "C", "C", "C", "C", "C", "S", "O", "O", "O", "H", "H", "H", "H", "O", "C", "N", "F", "As", "F", "F", "F", "F", "F", "C", "As", "C", "C", "H", "H", "H", "H", "H", "H", "H", "H", "H"],
  "coordinates": [[-0.795, -1.115, -1.423], [1.724, -3.706, 1.518], [1.207, -2.564, 1.102], [0.711, -1.639, 1.892], [0.896, -1.787, 3.194], [0.603, -0.776, 4.063], [0.032, 0.254, 3.546], [0.318, 0.992, 2.549], [-0.666, 1.940, 2.010], [-0.278, 2.785, 0.980], [-1.224, 3.646, 0.443], [-2.505, 3.621, 0.959], [-2.793, 2.735, 1.994], [-1.904, 1.909, 2.521], [1.432, -3.001, 3.757], [1.547, -3.245, 5.135], [2.014, -4.458, 5.572], [2.368, -5.459, 4.650], [2.272, -5.243, 3.299], [1.812, -3.998, 2.855], [1.912, -4.411, 0.801], [1.230, -2.403, 0.034], [1.312, 0.939, 2.094], [0.730, 2.748, 0.593], [-0.965, 4.295, -0.382], [-3.286, 4.251, 0.553], [-3.795, 2.685, 2.407], [1.255, -2.465, 5.823], [2.101, -4.655, 6.632], [2.718, -6.418, 5.011], [2.521, -6.008, 2.576], [4.701, 0.161, -0.348], [3.499, -0.569, 0.019], [3.405, -0.853, 1.463], [2.192, 0.834, -0.060], [2.614, 1.931, -0.716], [3.287, 2.914, 0.021], [3.692, 4.102, -0.560], [3.449, 4.328, -1.909], [2.814, 3.349, -2.657], [2.395, 2.152, -2.085], [1.562, 0.997, -3.179], [2.083, 1.323, -4.495], [0.135, 1.309, -3.029], [1.895, -0.350, -2.722], [3.484, 2.703, 1.065], [4.209, 4.844, 0.037], [3.764, 5.251, -2.380], [2.641, 3.483, -3.716], [-5.625, -2.012, -3.379], [-4.855, -1.443, -2.632], [-4.112, -0.869, -1.904], [-0.738, -4.066, -0.064], [-0.303, -5.643, -0.705], [-0.523, -5.050, -2.306], [1.384, -5.076, -0.761], [0.208, -7.184, -1.291], [0.027, -6.158, 0.936], [-1.934, -6.161, -0.590], [-5.060, 2.530, -2.029], [-3.131, 2.271, -2.288], [-3.221, 1.633, -4.131], [-2.692, 4.155, -2.711], [-5.507, 3.086, -2.857], [-5.249, 3.062, -1.094], [-5.499, 1.535, -1.962], [-3.833, 2.291, -4.751], [-3.650, 0.632, -4.104], [-2.206, 1.580, -4.525], [-3.275, 4.523, -3.559], [-1.630, 4.213, -2.955], [-2.896, 4.792, -1.847]],
  "total_charge": -2,
  "orbital_gap_ev": [5.995, 4.490],
  "molar_mass_da": 969.4,
  "spin_multiplicity": 2
}

***

#B
{
  "formula": "C24H24As2CsF6N6O7S2",
  "method": "the ωB97M-V functional and the def2-TZVPD basis",
  "species": ["Cs", "N", "C", "N", "C", "N", "N", "C", "C", "C", "C", "C", "C", "N", "C", "C", "C", "C", "C", "C", "H", "H", "H", "H", "H", "H", "H", "H", "H", "H", "H", "O", "S", "O", "O", "C", "C", "C", "C", "C", "C", "S", "O", "O", "O", "H", "H", "H", "H", "O", "C", "N", "F", "As", "F", "F", "F", "F", "F", "C", "As", "C", "C", "H", "H", "H", "H", "H", "H", "H", "H", "H"],
  "coordinates": [[-0.528, 1.482, -0.721], [0.679, 0.999, 3.528], [1.014, 1.598, 2.371], [1.855, 1.155, 1.498], [2.435, -0.084, 1.727], [3.025, -0.729, 0.782], [2.726, -0.263, -0.473], [3.621, 0.235, -1.211], [3.252, 0.676, -2.574], [4.052, 1.602, -3.232], [3.637, 2.101, -4.453], [2.448, 1.641, -4.988], [1.727, 0.693, -4.274], [2.113, 0.209, -3.099], [2.316, -0.684, 3.062], [3.015, -1.822, 3.458], [2.739, -2.430, 4.666], [1.735, -1.912, 5.488], [1.037, -0.783, 5.117], [1.336, -0.155, 3.906], [-0.255, 1.211, 3.911], [0.517, 2.543, 2.178], [4.639, 0.418, -0.860], [4.947, 1.974, -2.750], [4.212, 2.868, -4.955], [2.063, 2.027, -5.922], [0.782, 0.316, -4.654], [3.754, -2.228, 2.779], [3.279, -3.319, 4.965], [1.496, -2.404, 6.423], [0.246, -0.378, 5.735], [-3.533, 2.972, 2.964], [-2.698, 1.797, 2.819], [-2.004, 1.433, 4.061], [-1.810, 1.837, 1.667], [-3.870, 0.449, 2.531], [-5.150, 0.715, 3.014], [-6.176, -0.206, 2.896], [-5.930, -1.424, 2.282], [-4.664, -1.701, 1.800], [-3.621, -0.782, 1.910], [-2.083, -1.337, 1.127], [-2.217, -2.788, 1.070], [-0.970, -0.879, 1.932], [-2.139, -0.739, -0.215], [-5.321, 1.679, 3.470], [-7.163, 0.033, 3.274], [-6.721, -2.156, 2.174], [-4.447, -2.646, 1.323], [-2.966, 1.324, -3.318], [-2.311, 0.393, -3.652], [-1.649, -0.538, -4.029], [1.189, 3.153, -2.330], [1.868, 4.710, -1.883], [2.384, 4.928, -3.535], [0.346, 5.455, -2.249], [2.543, 6.258, -1.472], [1.359, 4.464, -0.239], [3.386, 3.943, -1.521], [0.393, -2.644, -4.062], [-0.617, -1.913, -2.568], [-2.145, -3.097, -2.542], [0.447, -2.640, -1.070], [0.480, -3.722, -3.918], [1.385, -2.197, -4.078], [-0.135, -2.424, -4.986], [-1.792, -4.110, -2.342], [-2.641, -3.040, -3.508], [-2.811, -2.783, -1.741], [0.884, -3.569, -1.446], [-0.222, -2.832, -0.236], [1.228, -1.934, -0.804]],
  "total_charge": -2,
  "orbital_gap_ev": [6.981, 6.661],
  "molar_mass_da": 969.4,
  "spin_multiplicity": 2
}

***

Which is most stable, and by how much? #B, by 1.572 eV.